Entry 1:
The following is a DFT calculation (ωB97M-V with the def2-TZVPD basis set) of C10H12OS in the gas phase at a distorted geometry.

Geometry as ORCA input:
```
! wB97M-V def2-TZVPD RIJCOSX def2/J DEFGRID3
* xyz 0 1
C -1.7696 1.0407 -2.7008
C -2.0511 1.8185 -1.5874
C -0.9472 -0.0651 -2.5739
C -1.3640 1.6511 -0.3325
C -0.2014 -0.2670 -1.4346
C -0.5405 0.5429 -0.3551
C 0.8824 -1.2712 -1.1722
C 1.6166 -0.7163 -0.0341
C 0.6724 -0.0294 0.9274
C 0.7132 -1.1038 3.4937
O 1.2615 1.0414 1.5978
S -0.3842 -1.0813 1.9902
H -2.2734 1.3139 -3.5800
H -2.7532 2.6443 -1.7334
H -0.7552 -0.7155 -3.3797
H -1.6457 2.2443 0.5755
H 0.4217 -2.1596 -0.8684
H 1.3772 -1.6301 -2.0659
H 2.2839 -1.4229 0.3796
H 2.3585 0.0516 -0.3444
H 0.4497 -2.0005 3.9500
H 0.4733 -0.2330 4.0849
H 1.7131 -1.2805 3.3758
H 0.4621 1.6275 1.7875
*
```

Results
maximum force: 5.031 eV/Å
HOMO energy: -0.3175 Eh
LUMO: 0.80 eV
frontier orbital gap: 9.438 eV
SMILES string: CS[C@@]1(O)CCc2ccccc21

Results of the natural (NBO) charge analysis, in e, for atoms 1 through 4:
1. C -0.23
2. C -0.19
3. C -0.18
4. C -0.27



Entry 2:
The following is a DFT calculation (ωB97M-V with the def2-TZVPD basis set) of 2 unconnected molecules or ions with the total composition CH2FO4S at a distorted geometry.

Geometry as ORCA input:
```
! wB97M-V def2-TZVPD RIJCOSX def2/J DEFGRID3
* xyz -1 1
C -0.0856 -0.8425 -0.6572
O 0.1715 1.8665 -1.0890
O 1.7130 0.6337 0.3065
O -0.6148 1.1050 1.0825
O -0.9138 -1.2119 -1.4532
F -0.7668 -1.2753 1.1179
S 0.3477 0.8015 -0.1212
H 0.9318 -1.2884 -0.4546
H -0.7829 0.2115 1.2683
*
```

Results
maximum force: 4.903 eV/Å
HOMO energy: -0.2122 Eh
LUMO: 4.01 eV
frontier orbital gap: 9.783 eV

Results of the natural (NBO) charge analysis, in e, for atoms 1 through 4:
1. C 0.22
2. O -0.96
3. O -0.97
4. O -0.88



Entry 3:
The following is a DFT calculation (ωB97M-V with the def2-TZVPD basis set) of 2 unconnected molecules or ions with the total composition C4H9FSi at a distorted geometry.

Geometry as ORCA input:
```
! wB97M-V def2-TZVPD RIJCOSX def2/J DEFGRID3
* xyz 0 1
C 1.9022 1.9610 1.3735
C 1.5710 0.9510 0.5781
C -2.2015 -0.6313 -0.9782
C -0.7511 -1.2383 -0.7312
F -0.8491 0.6454 1.6837
Si 0.1054 -0.2309 0.6836
H 2.6576 2.5941 1.0457
H 1.6944 2.1513 2.4019
H 2.1405 0.7614 -0.3540
H -2.6542 -1.1954 -1.7580
H -2.8895 -0.9562 -0.1535
H -2.3144 0.4086 -1.1842
H -0.1157 -0.9040 -1.4719
H -0.9176 -2.2663 -0.5350
H 2.6222 -2.0505 -0.6006
*
```

Results
maximum force: 4.875 eV/Å
HOMO energy (spin up / spin down): -0.2428 / -0.3757 Eh
LUMO (spin up / spin down): -0.81 / -0.16 eV
frontier orbital gap (spin up / spin down): 5.791 / 10.064 eV

Results of the natural (NBO) charge analysis, in e, for atoms 1 through 4:
1. C -0.34
2. C -0.71
3. C -0.62
4. C -0.84



Entry 4:
The following is a DFT calculation (ωB97M-V with the def2-TZVPD basis set) of a molecular structure, C28H37N2O2PSn at a distorted geometry.

Geometry as ORCA input:
```
! wB97M-V def2-TZVPD RIJCOSX def2/J DEFGRID3
* xyz 2 1
C -2.2110 -3.1298 -3.1948
C -0.9629 -2.6633 -3.5327
C -0.3166 -1.6863 -2.7908
C -1.0454 -1.0486 -1.7875
C -2.2588 -1.5389 -1.3214
C -2.8222 -2.5462 -2.0927
C 1.1447 -1.4965 -3.2397
C 1.7433 -0.0759 -3.5874
N 0.8037 1.0908 -3.1653
Sn 0.1643 0.6433 -1.4383
C -3.0104 -0.9681 -0.1467
P -2.4922 0.7994 0.1469
H -0.4506 -3.0024 -4.4233
H -3.8170 -2.9117 -1.8937
H -2.6691 -3.8577 -3.8746
H -2.8484 -1.4760 0.8143
H -4.0817 -1.0627 -0.2518
H 1.8903 -1.9254 -2.5029
H 1.2984 -2.1546 -4.1502
H 2.7559 0.0461 -3.1862
C -2.5527 1.1884 1.9284
C -3.4079 2.0590 -0.8656
H 1.9104 0.1522 -4.6429
C -0.5242 1.2506 -4.0549
C 1.6040 2.4131 -3.0466
H -0.0016 1.6428 -0.0927
H -0.5277 2.3564 -4.2215
H -0.2385 0.7016 -4.9730
H -1.4301 0.8516 -3.5720
H 1.4061 2.8718 -4.0607
H 1.3151 3.1555 -2.2562
H 2.7327 2.1857 -2.9480
H -4.4415 2.2705 -0.6666
H -2.8380 2.9775 -0.6867
H -3.3306 1.7999 -1.9330
H -3.5109 1.4107 2.3977
H -2.1270 0.3619 2.5250
H -1.9301 2.0839 2.0588
H 2.8292 5.3425 1.7236
C -1.1799 -1.1722 5.7992
C -0.4557 -0.0702 5.0879
C -0.9187 1.2344 5.2089
C -0.2247 2.2898 4.6338
C 0.9562 2.0398 3.9331
C 1.4401 0.7217 3.8288
N 2.6070 0.5350 3.0901
C 3.4623 -0.5949 2.9396
C 4.4949 -0.9489 3.8347
C 5.2975 -2.0564 3.6786
C 5.0732 -2.8223 2.5488
C 4.1957 -2.4000 1.5504
C 3.3607 -1.2870 1.6863
C 2.4537 -0.8677 0.3452
O 3.1855 -0.5558 -0.6262
O 1.1971 -0.9047 0.4479
C 0.6793 -0.3482 4.3388
C 1.1371 -1.7279 4.0849
H -1.5931 -1.9018 5.0845
H -0.5314 -1.7157 6.5082
H -2.0198 -0.7570 6.3755
H -1.8562 1.4041 5.7516
H -0.6267 3.2998 4.7228
H 1.5386 2.8512 3.4925
H 2.8004 1.2828 2.4365
H 4.7039 -0.3438 4.6930
H 6.0794 -2.3444 4.3914
H 5.6014 -3.7385 2.4441
H 4.2389 -2.8769 0.5972
H 1.3184 -1.8895 3.0110
H 2.0759 -1.9266 4.6240
H 0.4110 -2.4806 4.4074
*
```

Results
maximum force: 9.046 eV/Å
HOMO energy (spin up / spin down): -0.4870 / -0.4869 Eh
LUMO (spin up / spin down): -5.95 / -8.10 eV
frontier orbital gap (spin up / spin down): 7.297 / 5.149 eV

Results of the Mulliken charge analysis, in e, for atoms 1 through 4:
1. C -1.07
2. C -0.88
3. C 0.03
4. C 1.23



Entry 5:
The following is a DFT calculation (ωB97M-V with the def2-TZVPD basis set) of a molecular structure, C39H32N3O3P2RbSe.

Geometry as ORCA input:
```
! wB97M-V def2-TZVPD RIJCOSX def2/J DEFGRID3
* xyz -2 1
Rb 0.1059 1.0666 0.7101
O 0.5229 -0.1364 3.2170
N 1.7237 -0.0315 3.5298
N 2.5535 -0.3028 2.5533
O 2.1731 -0.6529 1.3509
C 3.9408 -0.2627 2.8630
C 4.4129 -0.0722 4.1598
C 5.7777 -0.0837 4.3915
C 6.6790 -0.2837 3.3490
C 6.1929 -0.4671 2.0632
C 4.8275 -0.4595 1.8142
H 3.7090 0.0819 4.9635
H 6.1421 0.0682 5.4008
H 7.7451 -0.2883 3.5400
H 6.8789 -0.6206 1.2386
H 4.4162 -0.6159 0.8281
O -2.2119 1.9740 -0.9281
C -2.7372 1.4755 0.0703
C -4.1742 0.9903 -0.0306
C -5.2569 1.8591 0.1182
C -6.5471 1.3723 0.2466
C -6.7852 -0.0018 0.2239
C -5.7158 -0.8745 0.0640
C -4.4156 -0.3899 -0.0556
P -2.9140 -1.4284 -0.2314
C -2.5622 -1.2581 -2.0266
C -3.5679 -1.1100 -2.9811
C -3.2576 -1.0131 -4.3287
C -1.9303 -1.0546 -4.7412
C -0.9213 -1.1789 -3.7990
C -1.2361 -1.2736 -2.4479
C -3.6283 -3.1285 -0.1848
C -3.8202 -3.9608 -1.2827
C -4.3114 -5.2526 -1.1232
C -4.6210 -5.7346 0.1372
C -4.4318 -4.9161 1.2464
C -3.9347 -3.6346 1.0840
H -5.0644 2.9269 0.1387
H -7.3778 2.0618 0.3572
H -7.7919 -0.3886 0.3285
H -5.8995 -1.9428 0.0306
H -4.6012 -1.0572 -2.6574
H -4.0493 -0.8919 -5.0586
H -1.6855 -0.9696 -5.7933
H 0.1168 -1.1865 -4.1082
H -0.4302 -1.3486 -1.7239
H -3.5830 -3.6002 -2.2760
H -4.4425 -5.8867 -1.9921
H -4.9955 -6.7438 0.2593
H -4.6605 -5.2836 2.2395
H -3.7709 -3.0056 1.9532
Se 3.3203 6.1161 0.5938
C 2.3417 4.5633 0.6364
N 1.7179 3.5838 0.6620
C -0.0103 -3.2510 1.6398
P 0.9680 -3.2969 0.0933
C 2.6240 -3.7963 0.7047
C 3.5394 -4.3463 -0.1956
C 4.8252 -4.6749 0.2040
C 5.2258 -4.4446 1.5156
C 4.3293 -3.8893 2.4153
C 3.0378 -3.5712 2.0131
C 0.4319 -4.9338 -0.5813
C -0.2825 -4.9477 -1.7767
C -0.7286 -6.1431 -2.3309
C -0.4672 -7.3433 -1.6916
C 0.2459 -7.3466 -0.4966
C 0.6923 -6.1538 0.0483
H 0.1873 -2.2948 2.1323
H 0.2172 -4.0847 2.3083
H -1.0663 -3.2874 1.3730
H 3.2377 -4.5194 -1.2235
H 5.5196 -5.1003 -0.5112
H 6.2360 -4.6782 1.8292
H 4.6418 -3.6712 3.4294
H 2.3585 -3.1107 2.7185
H -0.4859 -4.0079 -2.2786
H -1.2855 -6.1324 -3.2604
H -0.8161 -8.2758 -2.1196
H 0.4548 -8.2833 0.0069
H 1.2603 -6.1611 0.9721
*
```

Results
maximum force: 0.541 eV/Å
HOMO energy: -0.0383 Eh
LUMO: 3.80 eV
frontier orbital gap: 4.847 eV

Results of the Mulliken charge analysis, in e, for atoms 1 through 4:
1. Rb 0.83
2. O -0.49
3. N -0.57
4. N 1.01



Entry 6:
The following is a DFT calculation (ωB97M-V with the def2-TZVPD basis set) of 2 unconnected molecules or ions with the total composition C5H4NO5 at a distorted geometry.

Geometry as ORCA input:
```
! wB97M-V def2-TZVPD RIJCOSX def2/J DEFGRID3
* xyz -1 1
C -0.0790 -0.0153 0.0025
C 0.4730 -0.9061 0.8236
C -0.4913 -5.1340 2.2806
C 0.4067 0.5570 -1.3952
C 1.6163 -2.9802 0.6496
N 1.8756 -3.6716 1.5708
O -0.6361 -5.8127 1.3813
O -0.6240 -4.5880 3.2682
O 1.7526 -4.7900 2.1370
O 1.4267 0.0590 -1.9771
O 1.4850 -1.7564 0.3712
H -0.9308 0.7068 0.3713
H 0.1519 -1.0312 1.7554
H 0.7005 1.5709 -0.9917
H -0.7268 0.6381 -1.8958
*
```

Results
maximum force: 4.182 eV/Å
HOMO energy: -0.1172 Eh
LUMO: 2.74 eV
frontier orbital gap: 5.924 eV

Results of the natural (NBO) charge analysis, in e, for atoms 1 through 4:
1. C -0.19
2. C -0.03
3. C 1.04
4. C 0.01



Entry 7:
The following is a DFT calculation (ωB97M-V with the def2-TZVPD basis set) of 3 unconnected molecules or ions with the total composition C20H36FNO9 at a distorted geometry.

Geometry as ORCA input:
```
! wB97M-V def2-TZVPD RIJCOSX def2/J DEFGRID3
* xyz 0 1
C -1.6061 1.5470 2.0648
C -3.1211 1.4906 1.9489
F -3.4967 2.1499 0.7721
C -3.7307 0.1150 1.8727
C -4.9688 -0.2117 1.4960
C -6.1790 0.5650 1.1223
C -6.3881 1.8461 1.8628
N -6.3112 2.9743 1.3003
C -5.0680 -1.6920 1.4949
O -6.0120 -2.3698 1.2316
O -3.8662 -2.2066 1.8901
C -3.0164 -1.1557 2.1764
O -1.9052 -1.3467 2.5568
H -1.2863 2.4724 1.5991
H -1.2763 1.5285 3.0950
H -1.1527 0.7410 1.5064
H -3.5882 2.0089 2.7864
H -6.2268 0.7339 0.0496
H -7.0239 -0.0809 1.3623
H -6.6771 1.7428 2.9106
H -6.5361 3.7230 1.9508
C 3.7234 0.7642 -2.0673
O 2.3664 0.6493 -2.4285
C 2.1829 0.4804 -3.8243
C 0.8409 -0.1481 -4.1195
O 0.8000 -1.5499 -3.9032
C 0.7217 -1.9873 -2.5580
C -0.6521 -1.8702 -1.9417
O -0.9253 -0.5263 -1.5843
C -2.2913 -0.2931 -1.3375
H 4.1886 1.6419 -2.5313
H 3.7659 0.8747 -0.9851
H 4.2858 -0.1323 -2.3545
H 2.9753 -0.1534 -4.2398
H 2.2299 1.4635 -4.3134
H 0.6453 -0.0238 -5.1866
H 0.0500 0.3631 -3.5673
H 1.4612 -1.4785 -1.9358
H 0.9781 -3.0483 -2.5882
H -0.6869 -2.4986 -1.0398
H -1.4053 -2.2355 -2.6500
H -2.9124 -0.5328 -2.2088
H -2.4079 0.7616 -1.0998
H -2.6276 -0.8935 -0.4837
C 1.4732 -1.8729 3.3119
O 2.1440 -1.5447 2.1146
C 1.2301 -1.0899 1.1278
C 1.9097 -0.2530 0.0709
O 2.1835 1.0798 0.4788
C 3.3166 1.2836 1.3054
C 4.6297 1.2916 0.5579
O 5.0483 -0.0258 0.2500
C 5.9755 -0.0631 -0.8089
H 0.7323 -2.6617 3.1419
H 2.2088 -2.2274 4.0314
H 0.9627 -0.9969 3.7290
H 0.4380 -0.4976 1.5970
H 0.7656 -1.9608 0.6433
H 1.2077 -0.1519 -0.7613
H 2.8101 -0.7484 -0.2992
H 3.3454 0.5658 2.1280
H 3.1786 2.2809 1.7292
H 5.3934 1.7741 1.1845
H 4.5131 1.8784 -0.3616
H 5.5475 0.3634 -1.7240
H 6.2227 -1.1070 -0.9907
H 6.8936 0.4812 -0.5575
*
```

Results
maximum force: 2.196 eV/Å
HOMO energy: -0.3329 Eh
LUMO: -1.15 eV
frontier orbital gap: 7.905 eV
SMILES string: [H]/N=C/CC1=C([C@@H](C)F)C(=O)OC1=O.COCCOCCOC.COCCOCCOC

Results of the natural (NBO) charge analysis, in e, for atoms 1 through 4:
1. C -0.63
2. C 0.18
3. F -0.36
4. C -0.12



Entry 8:
The following is a DFT calculation (ωB97M-V with the def2-TZVPD basis set) of 4 unconnected molecules or ions with the total composition C20H47BrF2NO19P4SSi at a distorted geometry.

Geometry as ORCA input:
```
! wB97M-V def2-TZVPD RIJCOSX def2/J DEFGRID3
* xyz -1 1
C -3.8319 3.0165 -1.7691
C -2.9879 4.0632 -0.9865
O -3.6272 4.8349 -0.3290
N -1.5758 4.1711 -1.1086
C -1.1222 5.5325 -1.0587
C -0.5264 6.0869 -2.3872
O -1.2077 6.2856 -0.1449
P -0.5593 3.0027 -0.1308
C -1.6545 2.9818 1.4513
C -2.6785 1.8557 1.5784
O -2.4814 0.7208 1.6792
Br -4.6230 2.3841 1.6747
Si 1.1492 1.9223 0.8823
C 0.7200 0.2189 1.6123
C 1.9050 2.9384 2.3347
C 2.6534 1.5944 -0.2752
O -1.2215 1.5717 -0.8770
C -0.9623 1.5160 -2.2290
F -0.8785 0.1716 -2.5699
C 0.3060 2.4183 -2.5784
S 0.3874 3.1884 -4.2487
O 0.9952 2.2015 -5.1008
O -0.9194 3.5058 -4.7569
F 1.4021 4.4468 -4.2673
O 0.6115 3.1768 -1.4726
H -3.5232 2.9470 -2.8280
H -4.8770 3.3707 -1.7822
H -3.7857 2.0538 -1.2318
H 0.5724 6.0684 -2.3998
H -0.9852 5.5081 -3.2140
H -0.9459 7.1072 -2.4924
H 0.0317 4.1737 0.4984
H -0.9358 2.8254 2.2863
H -2.1136 3.9654 1.6685
H 0.1378 0.2520 2.5516
H 0.0777 -0.3076 0.8763
H 1.6454 -0.3775 1.7206
H 1.1889 3.0090 3.1807
H 2.7570 2.3461 2.7370
H 2.2613 3.9318 2.0080
H 3.0687 2.5181 -0.7109
H 3.4427 1.1868 0.4020
H 2.4565 0.7933 -1.0126
H -1.7512 1.8875 -2.9104
H 1.1270 1.6621 -2.6487
C 0.7950 -6.2843 3.8912
O 0.5578 -4.9221 3.5196
P 1.7842 -3.7708 3.6703
O 1.1469 -2.7250 2.8194
O 2.8295 -4.7096 2.8269
C 2.5841 -4.9395 1.4476
O 3.0901 -2.8336 4.2051
C 3.6982 -3.2423 5.4406
H 0.0004 -6.6169 4.5601
H 0.7715 -6.9008 2.9918
H 1.7533 -6.4131 4.3927
H 1.6321 -4.5262 1.1150
H 2.5774 -6.0194 1.2729
H 3.3946 -4.4975 0.8678
H 4.0472 -4.2773 5.3724
H 2.9836 -3.1484 6.2618
H 4.5500 -2.5939 5.6347
C -6.2043 7.4680 -7.1460
O -5.7027 6.4942 -6.2275
P -4.3762 6.8518 -5.2410
O -4.5590 5.7203 -4.2872
O -5.0670 8.2300 -4.6933
C -6.2191 8.1389 -3.8639
O -2.8734 7.3705 -4.6666
C -2.0745 8.1046 -5.6087
H -6.2945 7.0145 -8.1340
H -7.1958 7.7814 -6.8160
H -5.5546 8.3401 -7.2174
H -6.5842 7.1174 -3.7628
H -7.0102 8.7525 -4.3023
H -5.9743 8.5363 -2.8792
H -2.6164 8.9869 -5.9650
H -1.8121 7.4676 -6.4567
H -1.1631 8.4261 -5.1093
C 5.8425 -11.2523 2.9968
O 5.3741 -10.1395 3.7661
P 3.7403 -9.7216 3.7570
O 3.7806 -8.8350 4.9582
O 3.2737 -11.2421 4.1357
C 3.5864 -11.7597 5.4229
O 2.1634 -9.3476 3.2795
C 1.8801 -9.5712 1.8852
H 6.6930 -10.9359 2.3928
H 6.1740 -12.0341 3.6812
H 5.0718 -11.6509 2.3380
H 4.2167 -11.0875 6.0043
H 4.1110 -12.7093 5.2956
H 2.6572 -11.9445 5.9616
H 2.0727 -10.6147 1.6184
H 2.4956 -8.9147 1.2659
H 0.8305 -9.3481 1.7068
*
```

Results
maximum force: 8.107 eV/Å
HOMO energy: -0.1683 Eh
LUMO: -0.79 eV
frontier orbital gap: 3.787 eV

Results of the Mulliken charge analysis, in e, for atoms 1 through 4:
1. C -1.33
2. C 0.52
3. O -0.51
4. N 0.82



Question: maximum force of number 6 (C5H4NO5)?
Answer: 4.182 eV/Å



Question: What is the formula in the fourth record?
Answer: C28H37N2O2PSn